No. 1
15
Properties=species:S:1:pos:R:3 method="wB97M-V/def2-TZVPD" homo_energy_ev=-9.95 spin_multiplicity=1 relative_energy_kcal_mol=30.5 charge=0 smiles="O=C[C@H]1C[C@@H](O)C1" lumo_energy_ev=0.94 homo_lumo_gap_ha=0.400
O 1.176 -2.524 -0.117
C 0.043 -2.174 0.119
C -0.533 -0.849 -0.300
C 0.316 0.003 -1.261
C 0.091 1.220 -0.341
O 1.156 2.089 -0.079
C -0.388 0.268 0.779
H -0.629 -2.821 0.721
H -1.575 -0.974 -0.612
H 1.356 -0.340 -1.239
H -0.014 0.083 -2.300
H -0.726 1.853 -0.699
H 1.921 1.550 0.165
H 0.425 0.048 1.481
H -1.281 0.549 1.345

***

No. 2
13
Properties=species:S:1:pos:R:3 method="wB97M-V/def2-TZVPD" homo_energy_ev="-12.64 / -12.65" spin_multiplicity=1 relative_energy_kcal_mol=107.2 charge=+1 lumo_energy_ev="-6.03 / -6.03" homo_lumo_gap_ha="0.243 / 0.243"
C 0.913 1.736 -0.630
C -0.470 1.981 -0.616
C 1.473 0.476 -0.239
C -1.753 -0.337 0.266
C -1.562 -1.530 0.666
N 1.484 -1.832 0.371
N 1.478 -0.681 0.002
S -1.925 1.255 0.070
H 1.472 2.513 -1.164
H -0.598 2.989 -0.872
H -2.042 -2.444 0.262
H 2.403 -2.361 0.393
H -0.874 -1.764 1.493

***

No. 3
96
Properties=species:S:1:pos:R:3 method="wB97M-V/def2-TZVPD" homo_energy_ev=-3.90 spin_multiplicity=1 relative_energy_kcal_mol=0.0 charge=-1 lumo_energy_ev=2.03 homo_lumo_gap_ha=0.218
Na -0.132 -0.187 0.361
O -2.285 1.019 4.210
C -1.417 0.561 5.127
C -1.695 0.817 6.473
C -0.845 0.360 7.461
C 0.298 -0.365 7.129
C 0.573 -0.616 5.796
C -0.264 -0.163 4.775
C 0.066 -0.419 3.335
O -0.731 0.032 2.454
N 1.165 -1.132 3.122
N 1.405 -1.295 1.788
C 2.310 -2.151 1.520
C 2.681 -2.446 0.129
C 3.728 -3.337 -0.117
C 4.077 -3.632 -1.422
C 3.371 -3.028 -2.448
C 2.344 -2.158 -2.110
N 1.992 -1.863 -0.863
H -1.889 0.750 3.334
H -2.589 1.383 6.708
H -1.074 0.569 8.500
H 0.965 -0.727 7.902
H 1.453 -1.174 5.505
H 2.825 -2.679 2.322
H 4.249 -3.784 0.720
H 4.884 -4.323 -1.635
H 3.593 -3.225 -3.489
H 1.763 -1.687 -2.892
C -2.314 -2.626 1.735
Si -3.152 -1.521 0.450
C -3.756 0.080 1.237
C -4.768 -2.447 0.088
C -2.178 -1.223 -1.076
C -2.206 0.078 -1.688
C -2.617 0.275 -3.041
C -2.583 1.509 -3.638
C -2.151 2.617 -2.904
C -1.782 2.382 -1.595
N -1.788 1.187 -0.993
Si -1.853 -2.653 -2.163
C -0.974 -4.028 -1.220
C -3.340 -3.506 -2.980
C -0.768 -2.176 -3.654
H -2.806 -2.498 2.707
H -1.252 -2.416 1.874
H -2.414 -3.680 1.450
H -4.218 -0.139 2.206
H -4.517 0.532 0.589
H -2.971 0.819 1.390
H -5.393 -2.465 0.990
H -4.593 -3.486 -0.212
H -5.334 -1.956 -0.711
H -2.999 -0.575 -3.593
H -2.909 1.621 -4.667
H -2.103 3.614 -3.321
H -1.424 3.217 -0.995
H -1.669 -4.585 -0.583
H -0.185 -3.624 -0.580
H -0.525 -4.741 -1.921
H -3.958 -4.044 -2.254
H -2.992 -4.230 -3.727
H -3.986 -2.783 -3.490
H -0.215 -1.249 -3.482
H -1.377 -2.027 -4.551
H -0.055 -2.980 -3.868
I -1.158 5.253 4.922
C -0.752 4.042 3.316
C -1.649 3.589 2.377
N -0.946 2.801 1.544
N 0.339 2.690 1.893
C 0.477 3.447 2.967
H -2.710 3.735 2.264
H -1.304 2.210 0.796
H 1.433 3.530 3.463
C 3.490 3.225 -4.162
N 3.396 2.025 -3.340
C 2.956 0.871 -4.096
C 2.809 2.191 -2.071
N 1.817 1.528 -1.609
N 3.411 3.189 -1.313
C 4.864 3.215 -1.241
C 2.769 3.482 -0.043
H 2.527 3.466 -4.635
H 4.229 3.072 -4.949
H 3.792 4.076 -3.558
H 3.607 0.754 -4.963
H 1.921 0.964 -4.460
H 3.034 -0.026 -3.486
H 1.416 0.935 -2.330
H 5.302 2.878 -2.176
H 5.233 2.564 -0.436
H 5.205 4.231 -1.035
H 2.905 2.679 0.689
H 1.700 3.599 -0.179
H 3.190 4.410 0.350

***

No. 4
10
Properties=species:S:1:pos:R:3 method="wB97M-V/def2-TZVPD" homo_energy_ev="-13.84 / -13.63" spin_multiplicity=3 relative_energy_kcal_mol=8.0 charge=+1 lumo_energy_ev="-5.03 / -6.87" s2=2.01 homo_lumo_gap_ha="0.324 / 0.248"
O 1.702 -1.372 -0.468
C 0.554 -1.398 -0.126
C -0.680 -1.173 0.218
C -1.180 0.174 -0.187
C -0.583 1.352 0.099
H -1.264 -1.902 0.780
H 0.495 2.343 -0.236
H -2.195 0.202 -0.589
Ni 2.342 0.396 0.168
O 0.809 1.379 0.342

***

No. 5
23
Properties=species:S:1:pos:R:3 method="wB97M-V/def2-TZVPD" homo_energy_ev=-11.15 spin_multiplicity=1 relative_energy_kcal_mol=15.8 charge=0 smiles=CCCC.O.O.O lumo_energy_ev=0.50 homo_lumo_gap_ha=0.428
C 2.005 0.690 -2.598
C 1.200 1.877 -2.026
C 0.989 1.742 -0.517
C 0.009 2.738 0.088
H 1.410 -0.033 -3.136
H 2.747 1.064 -3.300
H 2.514 0.197 -1.786
H 1.738 2.807 -2.258
H 0.202 2.012 -2.467
H 0.605 0.722 -0.353
H 1.968 1.788 -0.034
H -0.914 2.828 -0.474
H -0.264 2.415 1.092
H 0.491 3.712 0.182
O 0.193 -5.011 2.828
H -0.211 -5.107 1.959
H 1.132 -4.935 2.609
O -4.286 -2.542 0.975
H -4.121 -2.114 1.824
H -3.723 -2.053 0.367
O -1.433 -1.144 2.132
H -0.803 -0.505 1.802
H -1.450 -1.147 3.091

***

No. 6
124
Properties=species:S:1:pos:R:3 method="wB97M-V/def2-TZVPD" homo_energy_ev=-11.59 spin_multiplicity=1 relative_energy_kcal_mol=0.0 charge=+1 lumo_energy_ev=-2.45 homo_lumo_gap_ha=0.336
N 3.391 3.059 1.879
C 2.215 3.504 1.024
C 1.050 4.042 1.872
O -0.160 3.325 1.690
H 4.230 3.610 1.668
H 3.597 2.071 1.701
H 3.191 3.147 2.884
H 2.607 4.322 0.414
H 1.940 2.681 0.364
H 0.857 5.079 1.575
H 1.317 4.067 2.943
H 0.040 2.403 1.458
Cl 0.102 0.018 0.810
C -1.654 -0.161 1.130
C -1.979 -1.543 1.634
Cl -1.706 -2.765 0.377
H -2.175 0.062 0.203
H -1.931 0.583 1.876
H -3.030 -1.586 1.920
H -1.374 -1.813 2.498
Cl -6.078 -3.455 0.090
C -4.706 -4.413 -0.542
C -4.993 -5.889 -0.576
Cl -5.103 -6.593 1.059
H -3.839 -4.191 0.072
H -4.509 -4.054 -1.550
H -4.176 -6.396 -1.085
H -5.922 -6.108 -1.096
Cl -3.369 0.359 -2.414
C -3.921 -0.345 -3.963
C -4.439 -1.750 -3.798
Cl -3.134 -2.895 -3.389
H -3.091 -0.306 -4.660
H -4.714 0.299 -4.337
H -4.881 -2.088 -4.734
H -5.196 -1.811 -3.017
Cl -1.187 7.907 1.554
C -2.190 6.438 1.719
C -3.453 6.701 2.498
Cl -3.113 7.036 4.216
H -1.589 5.668 2.196
H -2.441 6.109 0.712
H -4.094 5.822 2.465
H -4.003 7.547 2.093
Cl -0.334 -4.242 -2.486
C 0.584 -3.481 -3.809
C 2.024 -3.921 -3.821
Cl 2.932 -3.286 -2.417
H 0.496 -2.402 -3.700
H 0.100 -3.773 -4.735
H 2.518 -3.542 -4.714
H 2.111 -5.004 -3.811
Cl -4.778 -9.790 -1.443
C -3.094 -10.367 -1.509
C -2.172 -9.509 -0.682
Cl -1.981 -7.880 -1.378
H -2.788 -10.386 -2.552
H -3.088 -11.386 -1.125
H -1.181 -9.959 -0.645
H -2.541 -9.394 0.334
Cl 3.034 7.328 0.633
C 4.145 7.465 -0.752
C 4.687 6.109 -1.135
Cl 5.760 5.409 0.115
H 4.929 8.166 -0.478
H 3.583 7.876 -1.589
H 5.269 6.181 -2.052
H 3.877 5.402 -1.297
Cl 7.718 8.407 -0.171
C 8.217 9.138 1.377
C 7.488 8.523 2.543
Cl 5.752 8.928 2.535
H 8.039 10.209 1.312
H 9.287 8.969 1.481
H 7.903 8.901 3.475
H 7.576 7.439 2.535
Cl 2.621 2.487 5.341
C 1.612 1.121 4.777
C 2.405 -0.143 4.570
Cl 3.550 -0.034 3.194
H 1.115 1.432 3.858
H 0.853 0.954 5.538
H 1.726 -0.963 4.342
H 2.985 -0.406 5.450
Cl -5.523 2.329 -6.284
C -4.385 2.780 -7.581
C -3.450 1.652 -7.936
Cl -2.291 1.301 -6.626
H -3.838 3.660 -7.253
H -4.984 3.044 -8.451
H -2.864 1.924 -8.812
H -3.995 0.737 -8.154
Cl -5.498 11.732 7.519
C -4.520 10.445 6.769
C -5.218 9.110 6.796
Cl -5.359 8.455 8.448
H -3.567 10.404 7.290
H -4.341 10.742 5.737
H -4.647 8.387 6.216
H -6.219 9.177 6.377
Cl 2.367 -3.972 3.917
C 3.444 -3.613 2.536
C 4.336 -4.775 2.188
Cl 5.555 -5.079 3.450
H 4.020 -2.728 2.791
H 2.800 -3.379 1.689
H 4.876 -4.556 1.268
H 3.767 -5.690 2.045
Cl 5.443 -8.518 1.927
C 4.391 -9.328 3.117
C 2.963 -9.437 2.649
Cl 2.141 -7.856 2.580
H 4.464 -8.779 4.053
H 4.798 -10.326 3.267
H 2.399 -10.054 3.347
H 2.904 -9.887 1.661
Cl -2.204 -3.975 -6.781
C -1.658 -5.452 -7.621
C -0.764 -6.302 -6.755
Cl 0.814 -5.522 -6.461
H -1.153 -5.151 -8.535
H -2.552 -6.015 -7.885
H -0.560 -7.249 -7.253
H -1.220 -6.508 -5.790

***

The max |F| results, record by record, are as follows: 0.51; 2.91; 0.68; 5.65; 0.95; 0.84 eV/Å.